(1)
DFT (the ωB97M-V functional and the def2-TZVPD basis) results for a 17-piece molecular cluster, C17H68O17 overall.

For the total energy, the calculation gives -1967.2827 hartree. As for the strongest force on any atom: 2.55 eV/Å. As for the highest occupied orbital energy: -10.0 eV. The calculation puts the energy relative to the best compared isomer or geometry (same formula, charge and spin) at 62.72 kJ/mol. The calculation puts the LUMO energy at 0.018 Eh. For the molar mass, the calculation gives 544.714 g/mol. As for the orbital gap: 10.5 eV.

```
! RIJCOSX wB97M-V def2-TZVPD def2/J DEFGRID3
* xyz 0 1
C -14.893 12.543 -1.462
O -14.790 11.993 -0.204
H -14.581 11.792 -2.185
H -15.899 12.816 -1.714
H -14.300 13.426 -1.563
H -14.115 11.323 -0.193
C -20.036 5.774 -1.385
O -19.755 6.385 -0.122
H -19.142 5.675 -1.959
H -20.371 4.771 -1.169
H -20.807 6.296 -1.964
H -19.650 7.354 -0.251
C -15.846 9.768 3.989
O -16.611 10.413 5.029
H -14.786 10.102 4.021
H -15.931 8.690 4.233
H -16.263 10.011 3.001
H -16.185 10.292 5.845
C -16.511 13.135 3.058
O -16.757 12.500 1.788
H -17.472 13.239 3.539
H -15.906 12.551 3.719
H -16.149 14.140 2.840
H -15.977 12.382 1.194
C -19.560 8.808 -3.459
O -18.512 9.665 -3.902
H -20.535 9.175 -3.841
H -19.465 7.819 -3.867
H -19.633 8.806 -2.341
H -17.778 9.126 -4.214
C -15.530 4.074 -0.554
O -16.638 4.861 -0.917
H -15.614 3.719 0.466
H -15.409 3.247 -1.217
H -14.616 4.656 -0.586
H -17.252 4.796 -0.168
C -20.194 12.626 1.860
O -19.382 11.449 1.639
H -19.568 13.524 1.840
H -20.865 12.693 1.015
H -20.812 12.631 2.762
H -18.452 11.646 1.878
C -21.709 9.804 0.383
O -21.296 10.852 -0.531
H -22.770 9.897 0.398
H -21.439 8.821 0.028
H -21.350 9.828 1.459
H -20.351 10.709 -0.664
C -18.948 12.786 -2.048
O -17.994 12.086 -2.926
H -19.755 13.198 -2.589
H -19.295 12.111 -1.250
H -18.417 13.592 -1.585
H -18.459 11.342 -3.344
C -14.206 7.093 1.488
O -14.077 7.209 0.103
H -14.373 8.093 2.049
H -14.975 6.338 1.750
H -13.300 6.688 1.869
H -14.957 7.365 -0.305
C -12.119 9.625 0.480
O -13.012 9.989 -0.576
H -12.641 9.232 1.362
H -11.343 8.939 0.199
H -11.672 10.551 0.796
H -13.546 9.183 -0.810
C -18.545 7.347 2.616
O -17.794 6.175 2.331
H -19.646 7.125 2.704
H -18.069 7.680 3.532
H -18.322 8.121 1.905
H -18.190 5.868 1.521
C -10.841 6.413 -1.668
O -11.454 6.343 -0.354
H -11.003 5.527 -2.233
H -11.160 7.286 -2.260
H -9.754 6.397 -1.508
H -12.424 6.264 -0.466
C -15.906 10.539 -4.840
O -15.961 10.259 -3.453
H -15.255 11.401 -5.020
H -15.431 9.724 -5.387
H -16.905 10.777 -5.206
H -16.623 10.861 -3.108
C -11.066 13.038 -1.597
O -11.201 13.803 -0.391
H -11.995 12.646 -1.856
H -10.597 13.615 -2.419
H -10.393 12.196 -1.482
H -11.036 13.293 0.410
C -17.468 9.419 -0.540
O -18.905 9.385 -0.428
H -17.126 10.402 -0.919
H -16.978 9.176 0.413
H -17.203 8.654 -1.315
H -19.189 9.729 0.407
C -14.798 6.737 -3.289
O -15.197 7.687 -2.355
H -14.412 5.830 -2.841
H -15.679 6.497 -3.842
H -14.049 7.145 -3.976
H -15.432 8.513 -2.837
*
```

***

(2)
DFT (the ωB97M-V functional and the def2-TZVPD basis) results for a 2-piece molecular cluster, C5H14NO overall.

For the total energy, the calculation gives -328.5761 hartree. As for the strongest force on any atom: 4.81 eV/Å. As for the highest occupied orbital energy: -14.5 eV. The calculation puts the energy relative to the best compared isomer or geometry (same formula, charge and spin) at 289.28 kJ/mol. The calculation puts the LUMO energy at -0.186 Eh. For the molar mass, the calculation gives 104.173 g/mol. As for the orbital gap: 9.5 eV.

```
! RIJCOSX wB97M-V def2-TZVPD def2/J DEFGRID3
* xyz 1 1
C 0.570 -2.307 1.881
C -0.765 -1.568 1.545
C -0.670 -0.143 1.036
C -0.734 -0.063 -0.603
C -1.100 2.245 -1.746
N -0.391 1.232 -1.247
H 0.398 -3.245 2.391
H 0.972 -1.718 2.563
H 1.300 -2.682 1.095
H -1.233 -1.377 2.510
H -1.343 -2.176 0.795
H 0.340 0.130 1.314
H -1.413 0.462 1.565
H -1.714 -0.235 -0.896
H 0.035 -0.784 -1.166
H -0.701 2.832 -2.551
H -2.127 2.441 -1.253
H 0.546 1.286 -1.561
H 2.631 2.675 -2.125
H 3.103 1.228 -1.782
O 2.297 1.768 -1.765
*
```

***

(3)
DFT (the ωB97M-V functional and the def2-TZVPD basis) results for a 4-piece molecular cluster, C9H26O4 overall.

For the total energy, the calculation gives -659.4307 hartree. As for the strongest force on any atom: 1.80 eV/Å. As for the highest occupied orbital energy: -9.4 eV. The calculation puts the energy relative to the best compared isomer or geometry (same formula, charge and spin) at 63.17 kJ/mol. Its structure (SMILES) is CC(C)O.CC(C)O.CC(C)O.O. The calculation puts the LUMO energy at 0.023 Eh. For the molar mass, the calculation gives 198.303 g/mol. As for the orbital gap: 10.0 eV.

```
! RIJCOSX wB97M-V def2-TZVPD def2/J DEFGRID3
* xyz 0 1
O 0.656 0.291 -0.573
H 0.610 0.458 0.368
H -0.258 0.225 -0.849
C -1.587 -0.801 -3.373
C -1.988 0.543 -2.722
C -3.356 1.042 -3.098
O -1.926 0.261 -1.331
H -2.028 -1.676 -2.895
H -0.506 -0.875 -3.487
H -1.889 -0.920 -4.414
H -1.307 1.374 -2.905
H -3.406 1.325 -4.150
H -3.579 1.945 -2.530
H -4.063 0.234 -2.914
H -2.752 -0.152 -1.068
C -1.023 -0.220 2.456
C -1.717 -0.538 3.778
C -1.322 0.454 4.886
O -3.123 -0.573 3.522
H -1.496 0.619 1.945
H -1.211 -1.063 1.791
H 0.030 0.060 2.453
H -1.525 -1.580 4.034
H -1.951 0.435 5.776
H -1.353 1.462 4.473
H -0.339 0.234 5.303
H -3.559 -1.190 4.114
C 4.100 0.942 -0.003
C 4.027 0.068 -1.207
C 3.883 -1.406 -0.769
O 3.041 0.504 -2.083
H 3.075 1.074 0.344
H 4.532 1.937 -0.110
H 4.612 0.410 0.799
H 4.918 0.080 -1.833
H 3.486 -1.964 -1.618
H 3.223 -1.469 0.097
H 4.853 -1.868 -0.584
H 2.219 0.318 -1.623
*
```

***

(4)
DFT (the ωB97M-V functional and the def2-TZVPD basis) results for a 2-piece molecular cluster, C3H12N2O2 overall.

For the total energy, the calculation gives -381.1397 hartree. As for the strongest force on any atom: 2.08 eV/Å. As for the highest occupied orbital energy (spin up / spin down): -14.3 / -14.2 eV. The calculation puts the energy relative to the best compared isomer or geometry (same formula, charge and spin) at 191.65 kJ/mol. The calculation puts the LUMO energy (spin up / spin down) at -0.116 / -0.288 Eh. For the molar mass, the calculation gives 108.141 g/mol. As for the orbital gap (spin up / spin down): 11.2 / 6.4 eV. The expectation value of S² is 0.75.

```
! RIJCOSX wB97M-V def2-TZVPD def2/J DEFGRID3
* xyz 1 2
C -0.868 -0.484 0.511
N -0.061 0.211 -0.406
C -0.332 0.267 -1.817
O 0.470 1.273 -2.374
C -0.898 0.168 1.901
N -0.868 1.642 1.777
H -0.590 -1.555 0.533
H -1.921 -0.590 0.162
H 0.549 1.046 -0.321
H -0.023 -0.679 -2.277
H -1.361 0.593 -2.007
H 1.056 0.945 -3.053
H -1.762 -0.057 2.520
H 0.032 -0.124 2.403
H -1.509 2.056 2.440
H 0.029 1.965 2.118
H 2.173 -1.745 -0.377
H 2.855 -2.781 -1.224
O 3.028 -2.150 -0.511
*
```

***

(5)
DFT (the ωB97M-V functional and the def2-TZVPD basis) results for one molecule with the formula C3H4O2.

For the total energy, the calculation gives -267.1391 hartree. As for the strongest force on any atom: 3.58 eV/Å. As for the highest occupied orbital energy: -9.4 eV. The calculation puts the energy relative to the best compared isomer or geometry (same formula, charge and spin) at 140.91 kJ/mol. Its structure (SMILES) is O=C/C=C/O. The calculation puts the LUMO energy at 0.014 Eh. For the molar mass, the calculation gives 72.063 g/mol. As for the orbital gap: 9.8 eV.

```
! RIJCOSX wB97M-V def2-TZVPD def2/J DEFGRID3
* xyz 0 1
C -0.266 0.858 0.334
C -0.291 -0.284 -0.351
C 0.120 0.952 1.798
O 0.587 1.962 2.344
O -0.734 -0.209 -1.564
H -0.344 1.757 -0.273
H -0.161 -1.263 0.084
H 0.130 -0.045 2.182
H -0.656 -1.078 -1.972
*
```

***

(6)
DFT (the ωB97M-V functional and the def2-TZVPD basis) results for a 2-piece molecular cluster, C2H2ClO4PS overall.

For the total energy, the calculation gives -1578.2541 hartree. As for the strongest force on any atom: 1.28 eV/Å. As for the highest occupied orbital energy: -1.4 eV. The calculation puts the energy relative to the best compared isomer or geometry (same formula, charge and spin) at 0.00 kJ/mol. The calculation puts the LUMO energy at 0.194 Eh. For the molar mass, the calculation gives 188.528 g/mol. As for the orbital gap: 6.7 eV.

```
! RIJCOSX wB97M-V def2-TZVPD def2/J DEFGRID3
* xyz -2 1
C 0.046 -1.503 0.120
C -0.479 -0.202 -0.254
O -0.472 -2.313 0.841
O -0.489 2.344 0.972
O 1.278 -1.779 -0.418
O -0.408 0.297 2.532
P -0.669 0.901 1.211
S -2.292 0.038 0.111
Cl 2.044 2.995 -2.992
H -0.158 0.254 -1.182
H 1.600 -1.032 -0.940
*
```